1.
Molecular formula: C48H43Cl5N7O3SSiY
Method: DFT, ωB97M-V with the def2-TZVPD basis set

The geometry in XYZ format:
```
109
Properties=species:S:1:pos:R:3
C -1.07 0.37 4.00
H 0.60 5.29 -0.64
Cl 3.43 3.30 -4.49
C 0.94 0.34 -1.65
H -2.95 -5.13 1.94
H -6.12 1.52 -0.90
C 7.07 1.86 -2.30
H -0.07 1.97 4.98
Cl -6.54 3.62 -2.80
H -0.59 0.58 3.05
H -2.81 -3.87 5.04
C 2.03 -2.58 -3.45
N -2.23 -1.37 2.84
H -4.01 -4.74 4.07
C -0.77 1.15 5.09
C -2.55 2.60 2.17
O 0.55 -0.36 -0.67
C 1.13 4.47 -0.19
C -3.65 -3.74 4.36
C 1.12 -2.31 2.23
H -1.34 -4.43 2.13
Cl -4.00 0.15 0.50
H 1.04 -3.01 -3.36
C -2.42 -1.82 -1.78
N 3.62 0.72 -3.18
C 4.84 2.72 -3.67
H 7.92 1.53 -1.72
H -3.22 -2.46 -3.67
H -0.05 -4.76 -1.96
H 2.77 -3.32 3.15
H 4.11 2.07 1.58
N 2.65 3.02 0.43
H -1.14 1.48 7.19
C -0.68 -3.01 -0.86
O 1.36 1.50 -1.61
H -1.68 -4.44 -3.76
N 0.25 -2.24 1.22
H 8.01 3.66 -2.99
C 3.45 -0.65 -3.39
C 5.97 3.51 -3.64
C 4.33 -2.82 -4.00
H 0.86 0.41 -3.80
S 1.40 1.19 1.88
H -4.46 -3.26 4.91
H -5.52 -3.43 2.17
H -1.11 5.57 0.32
C -3.85 3.41 -2.57
Cl 5.85 -0.22 -1.17
C -1.37 0.89 6.32
C 2.16 -1.21 -3.27
H 5.17 -3.42 -4.32
C 4.50 -1.45 -3.84
H -3.30 -1.73 5.39
N -1.31 2.50 1.68
C -4.87 -2.58 1.92
C -2.69 2.86 -2.06
C -2.70 1.80 -1.12
H 0.05 -1.00 -3.09
C 0.93 -0.36 -3.03
C -3.36 3.71 1.99
H -3.42 5.68 1.14
C 1.28 -4.14 0.24
C 1.49 2.56 0.93
C -2.58 -0.94 5.28
C 2.43 4.16 -0.30
Y -1.09 -0.23 0.94
C -1.64 -3.74 -2.94
C 4.78 1.45 -3.06
H -5.38 -1.67 2.25
Cl -1.15 3.44 -2.59
O -1.63 1.25 -0.64
H -3.09 -0.98 -1.70
H -4.37 3.72 2.38
C 3.89 2.28 0.53
H 2.96 -4.46 -3.89
H -3.78 4.20 -3.31
C 2.10 -3.29 2.31
C -0.81 3.55 1.03
C -2.50 -2.66 -2.89
C -1.54 4.72 0.83
H 1.03 -1.57 3.01
C 5.92 1.10 -2.29
C 3.10 -3.40 -3.77
N 0.53 3.49 0.61
H 2.93 -5.00 1.30
H -2.75 -0.39 7.33
C -2.36 -4.22 1.79
C 7.11 3.06 -2.99
H -4.79 -2.55 0.83
C -3.99 1.39 -0.72
H -2.90 1.75 2.74
H -2.34 -4.04 0.71
C -2.27 -0.17 6.39
N -1.55 -2.00 -0.79
C 2.18 -4.22 1.29
H 3.21 4.66 -0.85
H 2.76 1.25 -3.02
H 4.69 2.86 0.08
C -0.72 -3.91 -1.92
C -1.99 -0.69 4.02
C -2.84 4.79 1.30
Si -3.18 -2.80 2.77
H 5.96 4.47 -4.14
C -5.08 2.93 -2.16
H 5.45 -1.00 -4.08
H 3.78 1.32 0.01
C -5.16 1.91 -1.22
C 0.32 -3.13 0.23
H 1.34 -4.85 -0.57
```

Summary:
E_HOMO: -6.873 eV
Total energy: -149424.1170 eV
Orbital gap: 0.232 Eh



2.
Molecular formula: C48H44N6S2Sb2SeW
Method: DFT, ωB97M-V with the def2-TZVPD basis set

The geometry in XYZ format:
```
104
Properties=species:S:1:pos:R:3
C -1.88 -4.64 1.34
C 2.63 -2.89 -2.21
H -1.38 -5.58 -0.52
H 1.62 1.67 3.88
C -2.85 2.70 2.96
H 2.73 1.92 -3.37
H -0.37 1.42 -7.18
H 2.08 4.23 4.36
H -3.07 -1.00 4.05
C -2.88 -1.77 6.03
N 1.89 -3.78 2.58
H -2.45 -3.46 3.04
H 2.09 3.89 -4.70
H 0.85 -0.81 5.79
C -0.48 3.99 -2.24
C 1.91 3.76 3.41
C 4.19 1.10 1.67
H 3.68 -0.47 3.06
H 4.00 -0.12 -3.59
H 0.56 -3.46 -2.35
C 0.80 2.78 -6.01
H -2.39 -0.27 -6.39
S 0.94 -2.17 0.68
H -3.60 3.29 3.46
C -2.22 1.65 3.61
H -1.25 2.39 0.01
Sb 0.05 0.25 -1.41
H -3.17 3.47 -1.87
C 2.05 1.81 -4.20
C 4.87 2.30 1.53
C -1.70 -4.67 -0.03
C 1.68 3.23 1.07
H 1.65 3.21 -0.01
C 4.79 1.13 3.97
C 3.58 -1.95 -2.56
C 1.31 -2.72 -2.61
C -1.05 -0.83 4.79
C 0.66 0.42 -5.59
H 0.29 -0.56 -5.87
C 1.93 -0.63 -3.71
C 5.45 2.86 2.66
C -2.40 -1.18 4.88
H -4.14 -2.84 -2.55
H 4.62 -2.10 -2.27
H 2.91 -3.77 -1.65
C 0.30 1.53 -6.34
C 3.24 -0.83 -3.30
W 0.97 0.15 0.93
C -2.70 2.89 -2.66
C -2.54 -2.34 1.21
C -1.26 0.92 2.93
H 4.79 0.68 4.96
H -2.41 -2.45 8.01
C -2.91 -1.18 -3.17
C -2.36 -2.35 -0.18
C -2.76 -0.84 -5.55
C -3.57 -1.94 -5.76
C -1.54 2.19 1.03
N 5.40 2.31 3.86
C -2.03 -1.99 7.11
H -3.92 -2.06 6.09
H 2.08 -4.40 1.81
C -2.44 -0.45 -4.26
H 0.52 3.65 -6.60
H -2.98 3.76 1.09
H 5.98 3.81 2.58
Se 3.31 0.27 0.17
C -1.40 3.04 -2.94
H -0.06 -1.49 -3.74
H -4.71 -3.52 -4.84
H -2.89 -1.44 1.70
H -2.45 1.41 4.64
C -2.30 -3.48 1.97
C -1.94 -3.53 -0.79
Sb -2.64 -0.50 -1.17
H -1.80 0.41 -4.11
S 1.96 4.65 1.95
C 1.68 2.92 -4.95
N 0.48 -0.63 2.88
C -0.19 -1.07 5.87
H -0.96 2.49 -3.76
C -0.55 -0.21 3.55
C -3.74 -2.28 -3.38
C -4.06 -2.66 -4.68
N 1.12 -1.77 3.35
C 1.54 0.55 -4.52
C 4.17 0.49 2.91
C -2.51 2.97 1.65
H 0.42 3.47 -1.88
N 1.54 2.16 1.81
H -0.97 4.48 -1.39
H 4.95 2.80 0.57
C -0.69 -1.63 7.03
H -1.70 -5.54 1.93
N -0.91 1.19 1.66
C 1.68 2.46 3.15
H -1.79 -3.56 -1.86
C 0.95 -1.59 -3.34
H 2.08 -4.08 3.52
H -3.83 -2.24 -6.77
H -3.34 2.24 -3.25
H -0.03 -1.80 7.87
H -0.14 4.76 -2.92
C 1.34 -2.58 2.36
```

Summary:
Total charge: +2
E_HOMO: -12.528 eV
Total energy: -161335.4724 eV
Orbital gap: 0.211 Eh



3.
Molecular formula: C48H45BF4N9O3S3Ti
Method: DFT, ωB97M-V with the def2-TZVPD basis set

The geometry in XYZ format:
```
114
Properties=species:S:1:pos:R:3
H -0.74 -0.62 -3.07
C 5.80 3.20 1.81
H 8.13 -0.66 -3.69
C -4.74 -5.09 4.67
C 7.61 2.77 0.26
C 6.26 2.71 0.58
N 3.27 0.42 -0.81
C 2.92 0.80 1.50
C 2.20 2.52 -1.47
H 3.86 3.64 -2.21
N -1.36 -2.00 0.61
H -4.03 2.89 3.82
C 2.77 0.66 -3.12
C 7.02 -1.10 -2.05
C 6.73 3.74 2.69
H 5.54 2.26 -0.09
C -3.68 1.02 2.84
H 0.65 -6.11 0.89
C 4.85 -2.27 -0.75
H 4.87 -3.72 -2.31
F -3.32 -0.58 -3.20
C 6.53 -0.55 -0.87
C 0.11 -1.29 -2.93
C -4.03 -3.91 4.78
N 0.64 -1.31 -1.71
H -1.41 -5.12 -2.73
C -0.38 -5.78 -0.96
C -4.94 -5.64 3.41
N 2.18 -2.17 -0.25
H 0.53 -2.75 2.28
C -2.14 2.86 2.77
N -3.29 -3.23 1.21
H 0.48 5.94 -0.93
N 8.13 -0.52 -2.69
C 4.34 3.12 2.18
C 0.60 -2.04 -3.98
H 6.38 4.12 3.65
H 8.24 0.46 -2.48
H -2.94 -2.38 3.76
C -0.23 -4.17 0.86
C -1.58 0.80 1.55
C -1.29 2.11 1.98
C -2.54 -2.04 1.16
H -5.51 1.12 3.96
H 2.20 -3.40 -4.47
H -0.56 -3.97 2.97
H -0.34 2.55 1.69
S 3.50 -3.00 0.13
C 0.28 3.82 -0.77
C 2.26 4.93 -1.59
C -0.96 -3.28 0.08
H -1.87 3.87 3.06
H -5.14 -4.92 0.22
C 0.90 2.58 -0.94
H -3.72 -5.93 0.45
H 1.77 0.69 -3.54
N 3.57 0.95 0.42
H -0.74 3.84 -0.40
C -1.10 -4.87 -1.73
C 0.23 -3.80 2.24
C 2.86 3.69 -1.79
H 3.16 -0.36 -3.15
C -2.78 0.31 2.03
H 3.72 3.26 1.30
S 1.36 0.23 1.98
B -2.87 0.45 -2.36
C -1.39 -3.61 -1.20
O 3.44 -4.39 -0.26
C -4.46 -5.03 2.26
C -3.53 -3.28 3.65
H 6.97 0.35 -0.45
F -1.93 1.24 -3.03
H 0.15 -2.01 -4.96
C 1.72 -2.80 -3.69
H -5.48 -6.57 3.31
C 6.43 -2.25 -2.56
H -4.83 -0.50 3.90
N 2.29 -2.86 -2.50
H -5.13 -5.59 5.55
H -1.95 -2.88 -1.77
C 1.72 -2.14 -1.49
H 3.40 1.30 -3.75
H 6.82 -2.69 -3.48
C 0.96 4.98 -1.08
H 4.11 3.90 2.90
C 2.78 1.17 -1.71
C 8.08 3.80 2.37
H 5.06 -0.71 0.69
C 5.45 -1.14 -0.22
H 1.10 -4.40 2.51
H 7.94 2.38 -0.70
C 5.35 -2.84 -1.92
C -3.75 -3.82 2.39
O 3.76 -2.73 1.52
C 0.04 -5.42 0.31
H -0.13 -6.75 -1.36
Ti -0.24 -0.16 0.07
C -4.67 -5.63 0.90
N -3.20 -1.01 1.70
H 8.78 4.22 3.08
H -3.00 -3.89 0.50
C -4.98 0.42 3.32
H -5.65 0.17 2.49
H -3.84 -3.47 5.76
H 2.79 5.84 -1.82
H -5.30 -6.52 0.97
H -4.15 -1.25 1.96
S 3.84 1.53 2.91
H 9.58 3.36 0.90
F -3.92 1.20 -1.87
C -3.35 2.31 3.20
O 0.27 1.46 -0.61
C 8.52 3.31 1.15
F -2.20 -0.21 -1.24
```

Summary:
Total charge: -2
Expectation value of S²: 0.754
E_HOMO (alpha / beta): -2.251 / -2.558 eV
Total energy: -137239.8655 eV
Spin multiplicity: 2
Orbital gap (alpha / beta): 0.224 / 0.235 Eh



The records above yield max |F| values of 0.020, 0.012, 0.015 Eh/bohr, respectively.